ORCA calculation (ωB97M-V with the def2-TZVPD basis set) on a cluster of 11 separate species, C66H66O22 in total at a distorted geometry.

XYZ file:
```
154
Properties=species:S:1:pos:R:3:lowdin_charge:R:1
H -1.5943 -0.5539 7.3880 0.11
C 1.8652 -0.1981 -0.7891 0.04
O -3.0183 0.3469 -0.7004 -0.02
O 0.0377 -3.5792 -0.0337 0.04
C 0.0342 0.5876 0.5603 -0.01
C -0.7043 1.3285 7.0821 -0.34
O 8.7967 2.5695 1.6824 0.06
H 3.9896 0.8289 2.3672 0.10
C -4.6203 -1.2650 -1.1165 -0.06
C -1.9860 -2.4289 1.9328 0.00
O -2.5155 5.5765 -5.1611 0.04
C -4.3799 0.0639 -0.8951 -0.28
O -2.9662 2.9355 -0.3837 0.00
H -2.0645 1.8306 -2.5778 0.09
H 8.4528 3.2959 2.2074 0.11
C -0.7991 -0.0658 6.8441 0.00
H -3.0701 3.6780 0.2159 0.08
H 2.3139 0.1299 3.9626 0.04
H 0.0877 -1.7328 5.6809 0.11
C 1.2953 1.3067 -4.6454 -0.32
H 2.2467 1.7975 5.4382 0.11
H 3.2472 2.4131 -7.2572 0.12
C -3.7740 1.4800 2.4946 0.01
C -5.3563 1.0420 -0.9779 0.01
H -2.2579 2.9479 2.2677 0.12
H 0.7020 1.3783 2.5331 0.12
C 7.9496 2.0860 0.7933 -0.38
C -1.7181 -2.7069 -6.3150 -0.05
O 1.0358 1.3851 -3.2843 0.04
C 5.3947 -0.7775 5.4566 -0.02
C -3.0590 -0.7283 -4.7713 -0.02
O 1.6958 1.0532 -8.8122 0.03
C 5.8767 -0.3285 4.2107 -0.01
C -1.6161 -3.6654 4.0138 -0.02
C 4.8013 -2.0158 5.5445 -0.33
C -6.6574 0.5981 -1.2778 0.02
H 6.4621 0.5544 4.0007 0.12
H -5.1822 2.1056 -0.9093 0.11
C 3.6708 -3.7080 -0.2686 -0.03
O -1.1299 -3.9179 -4.3885 0.02
O -3.7839 5.0970 2.1003 0.06
C -2.3579 3.4929 -3.9540 0.02
H 0.3588 3.1287 6.5195 0.10
C -5.1249 1.2678 2.7020 -0.32
C -3.1406 4.9300 -1.6807 -0.01
H 5.1939 -2.8448 2.1867 0.09
H -3.4489 6.5834 -3.0171 0.12
O 2.1005 -0.5699 4.5841 0.02
C 2.6381 -5.0459 -2.0057 0.00
H 2.3013 -0.6060 -1.6890 0.12
C 3.8174 -4.5421 -1.3773 -0.29
C 5.8796 -1.1142 3.0796 -0.41
H 9.2193 0.5587 0.0674 0.12
C -2.6875 4.8591 -4.0019 -0.33
C 4.5906 -2.7411 4.3415 0.02
C -3.1473 -0.7777 -6.1935 -0.31
H -5.4927 -1.8193 3.6244 0.06
H 2.7068 -5.6756 -2.8804 0.11
H -4.4668 -0.2650 -7.3693 0.10
C 0.3419 2.0498 6.4749 0.00
H -2.8148 -1.9244 -3.1781 0.10
C 6.8276 2.8347 0.6241 -0.03
O -3.8813 0.2082 -6.7736 0.03
H -1.2816 2.7252 8.3373 0.11
H 4.5191 -1.6553 7.4070 0.10
O -5.5707 0.0155 2.9989 0.03
O 6.3710 -0.6935 1.9260 0.05
H -0.9483 -4.2682 4.6113 0.12
C 1.3503 -4.6580 -1.5839 0.02
H 5.6098 -0.1869 6.3349 0.12
O 3.0663 1.0636 2.4851 0.04
H 2.5688 1.3242 -9.1053 0.09
H -2.2302 2.9915 -4.9020 0.12
H 3.7980 -0.1963 0.2582 0.10
C -1.1423 -3.1308 2.7972 -0.31
C 8.2582 1.0304 -0.0748 -0.01
H -3.8624 -1.5501 1.6613 0.09
C 0.5596 0.4407 -5.4026 -0.01
O 4.2677 -2.3243 6.7661 0.04
H -0.2829 0.0000 -4.8904 0.10
H -3.2669 -3.9002 5.2781 0.12
H -7.4776 1.3004 -1.3011 0.11
H -6.3466 4.3787 2.5476 0.12
H 0.0531 -0.4637 -7.3153 0.09
H 5.5840 0.0435 -2.5476 0.11
C -3.8176 -2.8297 3.4689 -0.28
H -2.4748 -1.6788 -8.0723 0.11
C 0.4909 0.1057 -0.6178 -0.31
H 0.4953 0.6373 -3.0191 0.04
C 1.3506 1.3037 5.7839 -0.02
C 1.2895 -3.8141 -0.4496 -0.32
H -1.2825 -0.2252 -1.2961 0.06
H -1.5619 -4.0133 -3.5365 0.09
H 7.5460 -0.3512 -1.4651 0.12
H 4.1243 -3.7104 4.4384 0.11
O 5.0866 -4.8577 -1.9159 -0.01
C 5.2490 -2.3359 3.1376 0.00
H -4.4786 5.7493 2.2165 0.11
C -1.7607 -2.7982 -4.9584 -0.27
C -2.4367 -1.7309 -6.9942 -0.01
H -1.2109 -3.5247 -6.8053 0.12
H 2.9699 2.6040 -4.8414 0.11
C -5.8518 -1.6983 -1.4108 -0.04
C 2.2600 0.6240 1.5037 -0.35
C -6.0451 2.2845 2.6206 0.00
O -1.5734 1.9082 7.9263 0.05
H -1.5518 -1.9941 1.0447 0.11
H 0.0587 -3.3284 0.8927 0.02
C -2.5525 -1.8352 -4.2220 -0.03
H 6.5964 3.7196 1.1985 0.12
H -6.0755 -2.7369 -1.6051 0.13
H 6.8012 -1.3678 1.3951 0.12
C 0.6781 0.2505 -6.8000 0.05
H -1.8455 5.2162 -5.7467 0.10
C -3.3159 2.7861 2.4122 0.00
H -3.5631 5.3964 -0.8030 0.11
H -3.0304 0.6977 2.4567 0.12
C -3.1270 5.5575 -2.9156 -0.01
H -8.2799 -2.1851 -1.6342 0.09
C 6.1640 1.2861 -1.1581 -0.36
C -6.8867 -0.8029 -1.3768 -0.27
O -5.1533 -2.7080 3.7530 0.02
C 2.2198 2.0092 -5.3414 -0.02
H 0.6660 -3.4677 3.2058 0.13
C 2.4427 1.9212 -6.7306 -0.03
O -0.3773 -0.2897 -1.6092 0.01
C -2.3608 2.8624 -2.6958 0.03
C -4.2584 3.8730 2.3534 -0.36
H 4.4379 -3.0642 0.1358 0.09
H 0.4756 -4.9395 -2.1515 0.10
C 5.9189 2.4292 -0.3642 0.01
C 2.4132 -3.3844 0.2168 -0.04
C 2.7637 0.1093 0.3136 0.02
H -6.4848 -0.2044 2.8047 0.12
H 5.1694 -4.5208 -2.8110 0.09
H -3.9328 -2.0761 -0.9269 0.13
H 2.4630 -2.9063 1.1839 0.11
O 5.2811 0.7835 -2.0163 0.05
H -3.3823 0.1304 -4.2016 0.12
H 5.0066 2.9955 -0.4802 0.12
C -5.5803 3.6184 2.5137 -0.02
H -2.8810 1.2966 -0.7272 0.02
C 7.3376 0.6056 -1.0096 -0.05
C 0.1313 -0.7161 6.0425 -0.01
O -8.2359 -1.2514 -1.4152 0.01
C -2.8213 3.5970 -1.5510 -0.31
O 0.1642 -3.0500 2.5020 0.03
C 0.9278 0.9281 1.5777 0.00
C -3.3427 -2.3172 2.2162 0.01
H -0.9817 0.8323 0.8331 0.10
C 1.2007 -0.0249 5.5013 -0.32
H -7.1108 2.1137 2.5815 0.12
C -2.9561 -3.5650 4.2996 -0.02
C 1.6904 1.0542 -7.4368 -0.34
```

HOMO energy (Eh): -0.2878
Orbital gap (eV): 8.159
SMILES: Oc1ccc(O)cc1.Oc1ccc(O)cc1.Oc1ccc(O)cc1.Oc1ccc(O)cc1.Oc1ccc(O)cc1.Oc1ccc(O)cc1.Oc1ccc(O)cc1.Oc1ccc(O)cc1.Oc1ccc(O)cc1.Oc1ccc(O)cc1.Oc1ccc(O)cc1

ORCA calculation (ωB97M-V with the def2-TZVPD basis set) on a cluster of 2 separate species, C5H13NO in total at a distorted geometry.

XYZ file:
```
20
Properties=species:S:1:pos:R:3:lowdin_charge:R:1
H -2.6859 0.0870 2.0916 0.05
H -0.0799 -0.9924 2.3627 0.13
H 1.7020 0.2165 -0.2162 0.11
H -0.7418 0.4983 -1.6516 0.03
H 2.2057 3.8366 -1.6884 0.03
H 0.9441 -1.5512 -2.0073 0.09
N 1.1524 -0.6002 0.0542 -0.10
H -1.2547 1.5273 -0.3329 0.06
C -2.2594 -0.8663 1.9443 -0.09
H -2.2314 -1.4843 2.9045 0.09
O 3.1441 3.9522 -1.7059 0.01
H 3.3689 3.3112 -1.1280 -0.04
H -2.1139 0.0547 -0.7618 0.08
H 2.2096 -1.9825 -1.0368 0.05
C 1.1785 -1.6904 -0.8774 -0.18
C -1.0975 0.5277 -0.6715 -0.02
H -2.8869 -1.3268 1.2227 0.05
H 0.4952 -2.5433 -0.4235 0.12
C -0.7960 -0.6746 1.5168 -0.14
C -0.2530 -0.2995 0.4045 -0.34
```

HOMO energy (Eh): -0.3237
Orbital gap (eV): 9.304
SMILES: C/C=C(\C)NC.O

ORCA calculation (ωB97M-V with the def2-TZVPD basis set) on the molecule C5H11N at a distorted geometry.

XYZ file:
```
17
Properties=species:S:1:pos:R:3:lowdin_charge:R:1
H 3.4172 -0.5181 -0.1906 0.07
H -3.1086 0.9035 0.1716 0.08
N -1.2476 0.4660 -0.6960 -0.11
H -1.0863 1.2509 1.3426 0.11
C 1.2816 -0.4559 -0.5996 -0.21
H -3.1883 -0.3893 -1.0359 0.07
H -0.6572 -1.2069 0.1954 0.11
H -2.5730 -0.7172 0.6017 0.08
C -2.5835 0.0238 -0.2232 -0.12
H 2.5788 0.6395 0.8367 0.07
C -0.5404 1.0307 0.4308 -0.16
C -0.1182 -0.3076 -0.0117 -0.26
C 2.4856 -0.3490 0.3698 -0.11
H 2.4662 -1.0933 1.1750 0.07
H 1.3860 0.3283 -1.3547 0.11
H 1.3544 -1.4225 -1.1071 0.10
H 0.1333 1.8170 0.0952 0.11
```

HOMO energy (Eh): -0.3283
Orbital gap (eV): 10.126
SMILES: CC[C@H]1CN1C

ORCA calculation (ωB97M-V with the def2-TZVPD basis set) on the molecule C6H9N at a distorted geometry.

XYZ file:
```
16
Properties=species:S:1:pos:R:3:lowdin_charge:R:1
C -0.6245 -1.4674 -0.9155 -0.19
H -1.9082 0.9811 -0.8151 0.11
H -0.4673 -2.5267 -0.6795 0.11
N -1.3729 -0.8679 0.2247 -0.09
C -0.8189 0.2758 0.9042 -0.18
C -2.0502 0.4112 0.1074 -0.14
H 1.9103 1.2283 1.1768 0.09
C 2.3502 0.8219 0.2522 -0.09
C 1.4168 -0.0088 -0.4989 -0.13
H -1.2256 -1.4318 -1.8306 0.11
H -0.7109 0.2266 1.9856 0.11
H 2.6992 1.6647 -0.3456 0.08
H -0.0372 0.8050 0.3628 0.05
H 3.1863 0.1874 0.5444 0.08
H -3.0268 0.5037 0.5683 0.10
C 0.6797 -0.8033 -1.0413 -0.02
```

HOMO energy (Eh): -0.3295
Orbital gap (eV): 9.990
SMILES: CC#CCN1CC1

ORCA calculation (ωB97M-V with the def2-TZVPD basis set) on the molecule C5H8O at a distorted geometry.

XYZ file:
```
14
Properties=species:S:1:pos:R:3:lowdin_charge:R:1
H 1.4815 -0.1399 -1.9293 0.10
H 1.0051 1.3528 -1.0241 0.11
H -2.8961 0.0397 0.5061 0.09
H -1.8959 1.4576 0.0738 0.09
H -0.2344 -1.5264 -0.0867 0.18
O -0.7247 -0.1317 2.0721 0.09
H -1.9089 0.0441 -0.9965 0.09
C 0.3449 -0.5667 0.0080 -0.25
H 2.0683 0.3352 1.0895 0.11
C 1.1548 0.2684 -0.9735 -0.09
H 2.5210 -1.1134 0.0813 0.10
C -1.9584 0.3665 0.0530 -0.01
C 1.7979 -0.3220 0.2618 -0.10
C -0.7550 -0.0643 0.8645 -0.47
```

HOMO energy (Eh): -0.3488
Orbital gap (eV): 10.445
SMILES: CC(=O)C1CC1

ORCA calculation (ωB97M-V with the def2-TZVPD basis set) on the molecule C5H4O at a distorted geometry.

XYZ file:
```
10
Properties=species:S:1:pos:R:3:lowdin_spin:R:1
H -0.9589 -1.5640 0.1038 0.02
O -1.3469 1.5990 -0.2605 0.02
C 2.0134 1.1937 -0.2172 0.49
C -0.7272 -0.8304 -0.5800 0.15
H -1.4859 0.2445 1.0902 0.00
C 1.4344 0.2127 -0.6081 0.18
H 2.4507 2.0702 0.1484 0.03
C -1.2892 0.4352 0.0324 0.03
C 0.7662 -0.9388 -0.4442 1.06
H -1.0697 -1.1119 -1.5644 0.02
```

HOMO energy (alpha / beta) (Eh): -0.3028 / -0.3704
Spin multiplicity: 3
Orbital gap (alpha / beta) (eV): 9.141 / 8.539

ORCA calculation (ωB97M-V with the def2-TZVPD basis set) on the molecule C5H9NO at a distorted geometry.

XYZ file:
```
16
Properties=species:S:1:pos:R:3:lowdin_charge:R:1
H -1.1981 2.2016 0.4188 0.14
C 0.1860 0.0656 0.9673 -0.19
C 1.0280 0.0627 -0.3388 -0.18
H 0.9925 -1.9610 -1.3038 0.10
N -1.2411 0.1928 0.7623 0.00
H 0.3612 -0.8747 1.4861 0.12
H 0.3662 0.4257 -1.1358 0.11
C -1.7564 1.2904 0.1537 -0.39
O -2.7491 1.2759 -0.5374 0.03
H 3.2940 -2.5641 -0.7452 0.05
H 1.8740 0.7509 -0.2847 0.11
C 1.5911 -1.2932 -0.7024 -0.19
C 2.8380 -1.6277 -0.4282 -0.01
H -1.8058 -0.6335 0.6335 0.14
H 0.5108 0.8884 1.6023 0.11
H 3.5571 -1.0861 0.1824 0.06
```

HOMO energy (Eh): -0.3516
Orbital gap (eV): 10.553
SMILES: C=CCCNC=O

Calculated total energy in order - -114551.9371 -8931.1735 -6851.6452 -7854.0111 -7360.6167 -7290.4427 -8867.7048 eV
Calculated energy above the lowest of the compared OMol25 structures with the same formula, charge and spin in order - 55.47 65.43 43.43 95.67 37.79 31.41 34.77 kcal/mol